(1)
A 2-piece molecular cluster, C17H31Cl2N3OPS overall in a non-equilibrium geometry, computed with the ωB97M-V functional and the def2-TZVPD basis.

The geometry in XYZ format:
```
56
Properties=species:S:1:pos:R:3:forces:R:3:nbo_charge:R:1
Cl 1.64793 2.21254 0.18807 0.27 -0.04 0.06 0.015
Cl 2.53182 1.61856 -2.73912 -0.04 0.11 0.09 -0.018
S -2.95162 2.43447 0.87714 0.06 0.06 0.27 0.507
P -4.70409 1.53577 -1.48777 -0.99 0.27 0.20 1.337
O -1.23083 0.02692 3.99044 0.00 0.17 -0.19 -0.566
N -5.91598 2.25279 -0.86339 0.67 -0.08 0.12 -1.230
N 5.30571 -0.47341 -2.75942 0.02 -0.05 0.00 -0.514
N -1.99568 1.09697 -1.03138 -0.44 0.08 -0.29 -0.517
C 6.33728 -1.27443 -2.34942 -0.03 0.01 0.01 -0.078
C 6.89185 -1.84635 -3.46172 0.00 -0.01 -0.02 -0.303
C -1.16287 2.01707 1.00697 -0.60 0.21 -0.09 -0.537
C -1.56864 -1.27773 4.43737 0.03 0.01 0.18 -0.067
C -0.43014 -0.26803 0.24580 0.07 0.11 -0.12 -0.438
C 0.39622 1.83822 -1.00983 -0.12 -0.17 -0.07 -0.210
C -2.29218 0.93210 4.18634 0.07 -0.18 0.12 -0.251
C -0.45618 -2.23659 4.09383 0.17 0.21 -0.12 -0.412
C -1.09619 -2.27744 1.62513 0.00 -0.01 -0.14 -0.404
C -3.08781 1.64705 -0.58540 0.46 -0.29 -0.27 -0.146
C -0.02360 1.10377 -3.39897 0.30 -0.23 0.03 -0.641
C 0.93154 1.02147 -2.19653 0.05 0.22 -0.27 -0.217
C 0.02019 -2.11772 2.65554 0.02 -0.02 0.06 -0.405
C -1.55642 -0.97217 0.98504 -0.28 0.04 -0.06 -0.396
C -0.76232 1.15256 -0.21807 -0.02 -0.08 0.23 0.129
C 6.16780 -1.37052 -4.58873 0.01 -0.02 -0.01 -0.289
C 5.19674 -0.52591 -4.12378 -0.02 -0.01 0.04 -0.090
H -1.98232 1.89985 3.80368 0.08 0.18 0.12 0.172
H 4.44331 0.03899 -4.64447 0.00 0.01 -0.02 0.205
H 0.49905 -1.14479 2.56920 0.11 0.03 -0.13 0.199
H -1.96132 -2.74129 2.09676 -0.09 -0.13 -0.01 0.215
H -2.03336 0.56472 -1.89014 0.18 -0.15 0.03 0.437
H 1.12583 -0.00380 -1.91694 -0.04 -0.14 0.17 0.229
H -0.99543 1.49535 -3.12272 -0.10 0.11 -0.15 0.183
H 0.45244 -0.17305 0.87379 0.09 -0.06 0.03 0.251
H -2.51719 -1.58624 3.98521 -0.11 0.02 -0.04 0.160
H -4.81847 0.14077 -1.60326 0.21 -0.10 -0.15 -0.045
H 0.79136 -2.86571 2.48949 0.11 -0.04 -0.03 0.223
H -2.53991 1.02273 5.24423 -0.06 0.10 0.09 0.196
H 6.34331 -1.61854 -5.62165 0.01 0.00 -0.01 0.223
H 0.38912 1.76970 -4.14847 -0.05 0.14 -0.04 0.263
H -3.18981 0.61260 3.64789 -0.14 -0.07 -0.04 0.162
H -0.15031 -0.88443 -0.60747 0.08 -0.05 -0.12 0.217
H -5.73122 2.78158 -0.02080 -0.41 0.16 -0.02 0.398
H -0.79392 -2.95558 0.82634 0.09 -0.06 -0.03 0.212
H -1.04870 1.46959 1.93760 0.25 0.04 0.04 0.280
H 4.72184 0.07262 -2.15510 0.00 0.04 0.01 0.407
H -4.30908 1.92663 -2.78048 0.19 -0.11 -0.05 -0.048
H -0.65733 2.97112 1.05637 0.25 0.04 0.02 0.269
H 0.38887 -2.01308 4.74248 0.06 -0.22 0.16 0.219
H -1.99882 -0.32628 1.74594 0.08 -0.04 0.04 0.207
H 6.58845 -1.36804 -1.30715 0.02 0.00 0.01 0.210
H -1.69332 -1.26263 5.52285 -0.22 0.01 0.07 0.189
H 7.72559 -2.52739 -3.46925 0.01 -0.01 0.00 0.226
H -0.12947 0.13039 -3.86980 -0.11 -0.09 -0.03 0.241
H -2.35231 -1.20985 0.27473 -0.11 0.00 -0.04 0.193
H -0.80136 -3.25192 4.27699 0.00 -0.10 0.23 0.216
H 0.04198 2.78602 -1.41399 -0.02 0.17 0.13 0.230
```
Forces are in eV/Å.

Results
Total charge   +1
Energy   -69810.3673 eV
HOMO energy   -0.3614 Ha
Energy above the lowest of the compared OMol25 structures with the same formula, charge and spin   0.000 eV
Kohn-Sham gap   5.142 eV

***

(2)
C17H23AlN3O2Se2Te2 as an isolated structure in a non-equilibrium geometry, computed with the ωB97M-V functional and the def2-TZVPD basis.

The geometry in XYZ format:
```
50
Properties=species:S:1:pos:R:3:forces:R:3:nbo_charge:R:1
Te 10.81285 4.73638 11.45881 0.34 0.28 0.28 0.184
Te 12.43960 6.71109 10.45152 -0.38 -0.06 -0.16 0.204
Se 9.87478 4.16318 9.23106 -0.77 0.33 -0.29 -0.535
Se 10.65620 7.73394 8.98195 -0.02 -0.05 0.09 -0.004
Al 8.44430 6.06526 9.91037 0.29 0.26 0.92 1.605
O 9.25078 10.10648 6.58633 -0.26 -0.49 -0.08 -0.527
O 8.24121 7.43164 11.00753 0.14 -0.45 -0.09 -1.009
N 9.47756 10.35626 9.25520 0.99 0.22 -0.75 -0.616
N 7.25740 4.88752 11.10755 -0.79 -0.40 0.32 -0.937
N 7.11304 6.56080 8.48485 1.85 -0.28 -1.23 -0.977
C 5.67881 6.27264 8.68456 -0.28 -0.74 -0.49 -0.222
C 5.86604 9.45782 8.90011 0.87 0.80 -0.33 -0.265
C 5.46009 4.92381 9.34878 -0.94 -0.37 -0.45 -0.441
C 7.09563 9.74184 9.50760 0.74 -0.22 -0.06 -0.200
C 8.99354 8.07418 11.94227 0.04 0.49 -1.28 0.342
C 10.26693 9.44472 10.05178 -0.52 -0.47 -0.16 -0.105
C 8.82344 7.75553 13.29451 0.47 0.08 -1.10 -0.273
C 10.58771 9.27074 13.79797 0.73 1.98 0.13 -0.239
C 9.17024 10.07148 5.15387 -0.10 0.82 -0.02 -0.258
C 5.72177 9.58892 7.52611 0.77 0.10 -0.21 -0.215
C 8.23647 9.99806 8.72030 -1.00 -0.82 0.19 0.074
C 6.86449 9.78278 6.74268 -0.34 -0.52 2.38 -0.309
C 5.75176 4.89042 10.82668 1.01 -0.93 0.45 -0.215
C 9.62650 8.40043 14.24071 -0.64 -0.82 0.95 -0.181
C 10.67365 9.66750 12.44707 0.23 -0.93 1.14 -0.151
C 8.11674 9.87905 7.31958 0.08 1.00 -0.10 0.320
C 9.90625 9.08384 11.47366 -1.07 -0.80 0.62 -0.149
H 10.15273 10.42694 4.82570 -0.35 -0.28 -0.08 0.218
H 6.77576 9.83812 5.72936 -0.31 0.16 -2.60 0.221
H 5.16407 6.19998 7.72478 0.18 0.43 -0.10 0.220
H 8.38961 10.74185 4.77064 0.31 0.25 0.26 0.184
H 7.38877 5.01076 12.13455 0.01 0.27 -1.09 0.424
H 7.59959 3.94446 10.93451 0.00 -0.13 -0.12 0.414
H 9.48378 8.20628 15.33588 0.30 0.09 -1.23 0.232
H 5.32326 3.98583 11.29488 0.08 0.52 -0.16 0.219
H 5.02655 9.19838 9.48170 -0.86 0.08 0.77 0.216
H 7.52993 6.15026 7.59747 -1.05 0.28 1.20 0.425
H 5.26305 7.12127 9.22717 -0.01 -0.35 0.13 0.232
H 4.38760 4.63994 9.15031 0.98 0.25 0.46 0.254
H 11.26070 9.84582 10.11321 0.31 0.40 -0.11 0.227
H 6.04662 4.15390 8.82006 -0.09 0.16 0.12 0.225
H 8.14020 6.91969 13.46439 0.10 0.51 0.47 0.209
H 10.03156 10.73366 8.44966 -0.31 -0.50 1.29 0.406
H 8.90967 9.10948 4.71724 0.33 -0.45 0.41 0.184
H 4.75981 9.61501 7.03104 -0.07 -0.35 0.16 0.231
H 11.24642 9.81290 14.50875 -0.56 -0.62 -0.44 0.228
H 7.21249 7.56575 8.31488 0.01 0.16 0.22 0.455
H 5.38452 5.76924 11.31290 -0.47 0.49 0.33 0.215
H 7.24616 9.72730 10.59940 -0.36 0.07 -0.68 0.247
H 11.43897 10.34263 12.13621 0.40 0.56 0.09 0.211
```
Forces are in eV/Å.

Results
Total charge   +1
Energy   -178442.6918 eV
HOMO energy   -0.3879 Ha
Energy above the lowest of the compared OMol25 structures with the same formula, charge and spin   0.000 eV
Kohn-Sham gap   7.255 eV